Model 1:
9
Properties=species:S:1:pos:R:3:nbo_charge:R:1 method="wB97M-V/def2-TZVPD" spin_multiplicity=1 e_homo_ev=-8.79 smiles="C=NNC=S" lumo_ev=-0.32
S -2.91 -0.76 0.00 0.018
N -0.31 0.24 -0.28 -0.533
N 0.59 -0.90 -0.38 -0.188
C -1.79 0.40 -0.02 -0.158
C 1.83 -0.58 0.26 -0.116
H 2.15 0.40 0.52 0.187
H -1.84 1.47 0.47 0.206
H -0.19 1.23 -0.63 0.376
H 2.47 -1.50 0.06 0.210

Model 2:
9
Properties=species:S:1:pos:R:3:nbo_charge:R:1 method="wB97M-V/def2-TZVPD" spin_multiplicity=1 e_homo_ev=-8.44 smiles="C=NNC=S" lumo_ev=0.30
S 1.18 -1.06 -1.16 -0.062
N -0.59 1.02 0.48 -0.261
N -0.86 -0.43 0.46 -0.455
C 0.66 1.38 0.45 -0.126
C -0.26 -1.32 -0.50 -0.166
H 0.54 2.56 0.17 0.195
H 1.80 0.89 0.22 0.253
H -1.72 -0.66 0.76 0.379
H -0.74 -2.38 -0.88 0.242

model 2 wins, 9.0 kcal/mol ahead of the next structure.

Model 1:
14
Properties=species:S:1:pos:R:3:nbo_charge:R:1 method="wB97M-V/def2-TZVPD" spin_multiplicity=1 e_homo_ev=-11.08 smiles="C[N+](=O)[O-].C[N+](=O)[O-]" lumo_ev=0.01
O -1.19 -0.45 -0.77 -0.382
O -0.97 3.11 1.45 -0.375
O -1.82 -2.16 -1.93 -0.368
O 0.64 3.21 0.04 -0.376
N 0.01 2.66 0.91 0.539
N -1.02 -1.55 -1.25 0.535
C 0.46 1.31 1.35 -0.483
C 0.32 -2.21 -1.08 -0.480
H 0.16 -3.23 -0.75 0.238
H 0.89 0.78 0.52 0.229
H 1.21 1.53 2.11 0.228
H 0.73 -2.18 -2.09 0.239
H 0.92 -1.62 -0.39 0.220
H -0.34 0.81 1.88 0.237

Model 2:
14
Properties=species:S:1:pos:R:3:nbo_charge:R:1 method="wB97M-V/def2-TZVPD" spin_multiplicity=1 e_homo_ev=-9.91 lumo_ev=-0.51
O 2.61 -0.49 -0.04 -0.395
O 0.04 -0.10 1.63 -0.812
O 1.78 1.50 -0.10 -0.319
O 0.42 -1.62 -0.35 -0.666
N 1.70 0.31 -0.07 0.507
N -1.95 0.72 -0.09 -0.794
C 0.34 -0.33 -0.10 0.606
C -0.75 0.47 -0.83 -0.292
H -1.00 -0.11 -1.72 0.218
H -2.36 -0.15 0.24 0.358
H -0.09 -1.00 1.96 0.462
H -1.75 1.29 0.72 0.377
H 1.34 -1.92 -0.14 0.516
H -0.32 1.43 -1.12 0.234

model 2 wins, 43.3 kcal/mol ahead of the next structure.

Model 1:
19
Properties=species:S:1:pos:R:3:nbo_charge:R:1 method="wB97M-V/def2-TZVPD" spin_multiplicity=1 e_homo_ev=-9.37 smiles="CC(=O)NCCS.O" lumo_ev=0.23
S -1.02 -2.65 1.52 -0.068
O 2.08 0.29 -2.00 -0.597
O -2.32 3.25 1.60 -0.928
N 0.28 0.40 -0.60 -0.619
C 1.22 0.93 -1.44 0.648
C -0.03 -1.10 -0.58 -0.239
C 1.27 2.39 -1.55 -0.749
C 0.31 -1.67 0.78 -0.561
H 2.07 2.81 -0.84 0.251
H -1.72 -1.88 2.51 0.144
H 0.40 -1.66 -1.41 0.235
H 1.17 -2.49 0.61 0.239
H -1.10 -1.02 -0.79 0.206
H -0.62 0.90 -0.49 0.381
H -2.01 2.52 1.06 0.460
H 1.71 2.90 -2.51 0.255
H -1.59 3.88 1.59 0.470
H 0.94 -1.17 1.44 0.250
H 0.43 3.16 -1.34 0.223

Model 2:
19
Properties=species:S:1:pos:R:3:nbo_charge:R:1 method="wB97M-V/def2-TZVPD" spin_multiplicity=1 e_homo_ev=-9.21 smiles="N[C@@H](C=O)CCS.O" lumo_ev=0.69
S 0.61 -2.52 -1.30 -0.073
O -3.15 2.08 -0.85 -0.933
O -0.08 2.85 0.73 -0.516
N -0.46 0.06 1.61 -0.858
C 0.40 1.90 0.18 0.445
C 1.35 -1.82 0.26 -0.491
C 1.48 -0.29 0.34 -0.413
C 0.13 0.43 0.33 -0.185
H 2.03 -0.20 1.28 0.216
H -2.86 2.02 0.06 0.465
H -0.53 0.18 -0.52 0.246
H 0.63 -2.08 1.04 0.233
H -0.40 -3.00 -0.60 0.124
H -1.45 0.10 1.72 0.380
H 2.10 0.04 -0.50 0.211
H 0.10 0.34 2.39 0.373
H 1.33 2.09 -0.42 0.089
H 2.27 -2.38 0.45 0.218
H -3.95 2.62 -0.75 0.468

Model 3:
19
Properties=species:S:1:pos:R:3:nbo_charge:R:1 method="wB97M-V/def2-TZVPD" spin_multiplicity=1 e_homo_ev=-8.70 smiles=NCC(S)(CO)CO lumo_ev=0.34
S -2.12 -0.29 0.01 0.016
O 1.78 -0.78 -1.07 -0.787
O 1.01 1.95 0.03 -0.727
N 1.46 -0.69 1.58 -0.864
C -0.34 -0.14 -0.07 -0.226
C 0.05 -0.54 1.28 -0.268
C 0.24 -0.77 -1.35 -0.064
C -0.22 1.40 -0.14 -0.061
H -2.32 0.60 -0.95 0.112
H -0.08 -1.74 -1.25 0.200
H 0.00 -0.13 -2.26 0.205
H 1.91 -0.85 0.51 0.395
H -0.82 1.63 0.75 0.191
H 1.83 0.26 1.79 0.346
H -0.72 1.90 -1.08 0.144
H -0.43 0.01 2.05 0.213
H 2.30 -1.46 -1.56 0.497
H 1.74 1.74 -0.73 0.484
H -0.32 -1.57 1.57 0.192

Model 4:
19
Properties=species:S:1:pos:R:3:nbo_charge:R:1 method="wB97M-V/def2-TZVPD" spin_multiplicity=1 e_homo_ev=-9.08 smiles="O=CNCCCS.O" lumo_ev=0.78
S 2.02 1.90 0.49 -0.071
O -0.49 -1.68 -2.27 -0.608
O 1.23 0.25 -2.64 -1.001
N -0.46 -1.56 -0.01 -0.635
C -1.13 -1.65 -1.25 0.553
C -0.98 -0.70 1.04 -0.233
C -0.51 0.73 0.90 -0.457
C 0.75 1.21 1.62 -0.509
H 0.51 1.99 2.34 0.213
H 1.32 2.33 -0.57 0.138
H -0.92 -1.17 2.03 0.212
H -0.50 1.18 -0.11 0.240
H -1.28 1.38 1.31 0.220
H 0.53 -1.69 -0.15 0.397
H 1.29 0.52 2.30 0.227
H -2.19 -1.88 -1.18 0.130
H -2.09 -0.80 1.01 0.211
H 0.81 -0.63 -2.69 0.503
H 2.07 0.29 -2.17 0.473

model 4 wins, 3.8 kcal/mol ahead of the next structure.

Model 1:
19
Properties=species:S:1:pos:R:3:nbo_charge:R:1 method="wB97M-V/def2-TZVPD" spin_multiplicity=1 e_homo_ev=-9.55 lumo_ev=0.61
S 0.12 2.44 3.47 -0.022
O 0.08 -1.93 -0.88 -0.747
O -0.72 0.02 -1.60 -0.746
N 0.97 0.09 0.21 -0.785
C -0.58 -1.22 -1.71 0.795
C -1.20 -1.95 -2.88 -0.715
C 0.57 1.95 1.79 -0.538
C 0.60 0.45 1.59 -0.233
H -0.34 -0.04 1.85 0.218
H 1.95 0.20 0.01 0.394
H -0.13 2.38 1.07 0.227
H 1.51 2.46 1.61 0.225
H -1.19 2.11 3.35 0.125
H -1.50 -2.96 -2.61 0.226
H 0.31 0.46 -0.53 0.456
H -2.06 -1.43 -3.29 0.224
H 0.70 -0.97 -0.07 0.461
H -0.41 -2.02 -3.63 0.230
H 1.33 -0.04 2.25 0.205

Model 2:
19
Properties=species:S:1:pos:R:3:nbo_charge:R:1 method="wB97M-V/def2-TZVPD" spin_multiplicity=1 e_homo_ev=-7.76 lumo_ev=-4.16
S -3.05 0.78 -0.41 -0.664
O 3.76 0.55 -0.90 -0.994
O -1.14 -1.45 0.34 -0.766
N 1.17 0.46 -0.26 -0.191
C -0.36 -0.74 1.28 -0.123
C 2.09 -0.98 1.34 -0.060
C 0.06 0.83 -1.06 -0.511
C 1.00 -0.45 0.70 0.067
H -0.83 0.20 1.59 0.199
H -0.24 -1.42 2.13 0.186
H -0.58 -0.01 -1.32 0.283
H -0.64 1.51 -0.52 0.303
H 2.02 -1.42 2.33 0.211
H 2.82 0.79 -0.81 0.491
H 3.07 -0.77 0.92 0.241
H -1.90 -0.86 0.10 0.490
H 4.13 0.82 -1.74 0.478
H 0.39 1.36 -1.95 0.227
H -4.07 0.53 -1.24 0.133

model 1 wins, 131.0 kcal/mol ahead of the next structure.

Model 1:
15
Properties=species:S:1:pos:R:3:nbo_charge:R:1 method="wB97M-V/def2-TZVPD" spin_multiplicity=1 e_homo_ev=-9.31 smiles="C1=CC1.[H][H].C=C" lumo_ev=1.33
C 0.13 0.32 2.06 -0.398
C -0.84 -0.20 -1.68 -0.197
C 0.43 -0.96 -1.48 -0.431
C 0.22 0.52 -1.51 -0.179
C 0.85 1.04 1.20 -0.390
H 0.42 -0.68 2.36 0.197
H 0.63 -1.48 -0.53 0.176
H -1.90 -0.26 -1.89 0.229
H -1.66 -0.85 0.24 -0.001
H 1.77 0.65 0.77 0.198
H 0.69 1.49 -1.49 0.225
H 0.55 2.03 0.89 0.193
H -1.40 -0.88 0.94 0.003
H -0.80 0.71 2.47 0.198
H 0.90 -1.44 -2.34 0.178

Model 2:
15
Properties=species:S:1:pos:R:3:nbo_charge:R:1 method="wB97M-V/def2-TZVPD" spin_multiplicity=1 e_homo_ev=-8.69 lumo_ev=1.17
C -0.91 -0.61 -0.67 -0.199
C -1.69 0.08 0.40 -0.428
C 1.14 -1.03 0.13 -0.412
C 1.77 0.10 0.58 -0.463
C -1.19 0.69 -0.87 -0.278
H -0.93 -1.54 -1.22 0.233
H 1.45 -1.49 -0.80 0.205
H 0.07 1.53 -0.32 0.043
H 2.56 0.56 -0.01 0.214
H -2.76 -0.12 0.55 0.193
H -1.16 0.34 1.32 0.179
H 0.79 1.42 0.08 0.047
H 1.72 0.39 1.62 0.213
H -1.49 1.38 -1.64 0.240
H 0.64 -1.69 0.84 0.212

Model 3:
15
Properties=species:S:1:pos:R:3:nbo_charge:R:1 method="wB97M-V/def2-TZVPD" spin_multiplicity=1 e_homo_ev=-10.15 smiles=C1CCCC1 lumo_ev=1.24
C -1.29 0.52 -0.08 -0.396
C 1.39 0.23 -0.20 -0.437
C 0.43 -1.18 0.06 -0.370
C -0.87 -0.71 0.66 -0.458
C 0.34 1.34 -0.32 -0.400
H -2.12 1.08 0.41 0.212
H -1.23 -1.73 0.41 0.230
H 1.98 0.04 -1.11 0.209
H 2.05 0.31 0.68 0.206
H -0.87 -0.57 1.76 0.203
H 0.21 -1.55 -0.95 0.186
H 0.84 -2.00 0.68 0.209
H -1.56 0.32 -1.12 0.195
H 0.41 2.12 0.45 0.206
H 0.28 1.79 -1.32 0.205

Model 4:
15
Properties=species:S:1:pos:R:3:nbo_charge:R:1 method="wB97M-V/def2-TZVPD" spin_multiplicity=1 e_homo_ev=-8.88 smiles="C/C=C/CC" lumo_ev=1.31
C 1.22 0.70 0.19 -0.422
C 0.85 2.12 -0.44 -0.520
C -1.55 -1.95 0.00 -0.649
C -0.03 -0.05 0.50 -0.203
C -0.41 -1.18 -0.16 -0.173
H -1.28 -2.88 0.38 0.218
H 2.11 0.23 -0.45 0.209
H -0.87 0.37 1.25 0.210
H 1.61 0.86 1.08 0.196
H -2.21 -2.19 -0.65 0.221
H 1.82 2.73 -0.55 0.188
H 0.29 -1.84 -0.94 0.187
H 0.32 2.82 0.21 0.201
H 0.52 1.93 -1.20 0.149
H -2.38 -1.67 0.79 0.186

model 3 wins, 66.2 kcal/mol ahead of the next structure.

Model 1:
15
Properties=species:S:1:pos:R:3:nbo_charge:R:1 method="wB97M-V/def2-TZVPD" spin_multiplicity=1 e_homo_ev=-8.87 smiles="C=C(C)CC" lumo_ev=1.08
C 1.19 -0.07 1.24 -0.410
C -1.04 0.01 0.05 -0.456
C 0.96 1.31 -0.74 -0.663
C -1.15 -1.51 -0.23 -0.592
C 0.35 0.33 0.24 0.028
H -0.56 -2.12 0.50 0.207
H 2.15 0.39 1.43 0.198
H -2.17 -1.91 -0.25 0.208
H 1.94 1.14 -1.18 0.233
H 0.82 -0.72 1.97 0.183
H -0.75 -1.73 -1.21 0.207
H -1.81 0.50 0.69 0.234
H 0.20 1.68 -1.32 0.207
H -1.45 0.48 -0.94 0.196
H 1.33 2.22 -0.25 0.220

Model 2:
15
Properties=species:S:1:pos:R:3:nbo_charge:R:1 method="wB97M-V/def2-TZVPD" spin_multiplicity=1 e_homo_ev=-9.62 smiles="C=CC.C=C" lumo_ev=1.13
C 2.92 0.68 0.03 -0.648
C 2.23 0.43 -1.30 -0.155
C -3.59 -0.99 0.68 -0.389
C -2.76 -0.77 1.70 -0.384
C 0.97 0.69 -1.64 -0.419
H -1.91 -1.38 1.97 0.198
H 3.72 1.41 -0.08 0.219
H -4.63 -0.69 0.76 0.200
H 0.73 0.54 -2.68 0.201
H 0.27 1.17 -0.98 0.197
H -3.05 -0.02 2.43 0.184
H 2.16 1.05 0.73 0.206
H -3.27 -1.64 -0.13 0.192
H 2.89 -0.20 -1.89 0.184
H 3.31 -0.28 0.39 0.214

Model 3:
15
Properties=species:S:1:pos:R:3:nbo_charge:R:1 method="wB97M-V/def2-TZVPD" spin_multiplicity=1 e_homo_ev=-7.76 lumo_ev=1.17
C 0.58 1.43 -0.36 -0.410
C -1.46 0.43 -0.04 -0.460
C -0.87 -0.59 0.69 -0.376
C 1.52 0.43 -0.23 -0.490
C 0.21 -1.37 0.09 -0.485
H 2.00 0.01 -1.11 0.201
H 0.81 -2.04 0.69 0.235
H -1.55 0.34 -1.12 0.202
H -1.06 -1.81 0.36 0.321
H 0.20 -1.53 -0.98 0.222
H 0.39 2.13 0.44 0.202
H -2.20 1.07 0.44 0.210
H 2.04 0.30 0.71 0.199
H -0.88 -0.57 1.77 0.229
H 0.27 1.77 -1.35 0.200

model 1 wins, 9.6 kcal/mol ahead of the next structure.